one:
C28H84O28 | ωB97M-V/def2-TZVPD

Last column: Mulliken charge in e.
Cartesian coordinates (Å):
O  -1.44967  1.94574  -3.85961  -0.4669
O  -4.16015  -0.22888  -4.55289  -0.6138
O  3.13009  -0.83701  -1.52079  0.5219
O  5.43874  -1.03907  0.92467  -0.5213
O  -2.57245  -2.80302  -3.28613  -0.3130
O  -2.98176  -1.05272  3.82684  -0.3936
O  -0.56724  -2.35299  2.26519  0.5504
O  3.01633  4.77767  3.62211  -0.5729
O  -3.00750  -2.11643  -0.34484  -0.4736
O  2.04557  1.31766  -0.41767  -0.6317
O  0.36749  1.53660  6.43421  -0.5072
O  -5.88678  4.09585  1.43730  -0.5462
O  0.23599  -1.96316  -3.67944  0.3401
O  -2.74065  0.33917  -2.04855  0.4936
O  0.41449  -1.46162  -0.20442  2.1280
O  2.33253  2.19202  2.31334  -0.2356
O  5.27992  4.25096  -1.32074  -0.5580
O  -3.20808  4.31810  -3.17686  -0.5853
O  -1.43701  -2.58383  -6.01372  -0.6531
O  -0.94819  -5.39160  4.19362  -0.5518
O  -3.43703  2.69247  1.58584  -0.3729
O  3.89070  -3.13526  -0.29884  -0.5569
O  -3.17229  -1.09243  6.54854  -0.5946
O  2.65288  0.24120  4.41891  -0.4691
O  4.17315  -0.34018  -4.95409  -0.5727
O  1.77704  -6.82864  -2.71508  -0.5508
O  2.23182  4.48304  -0.94571  -0.3613
O  0.21012  -4.57310  -2.93696  -0.4764
C  3.72708  -2.79667  1.06001  0.4238
C  1.38124  -4.53415  -2.11585  0.1494
C  -2.17827  3.69841  -2.38709  0.3881
C  0.24224  -1.24217  -4.92492  -0.3333
C  -3.41770  0.07610  4.51298  -0.1736
C  -4.17088  0.52015  -2.23371  -0.4147
C  -2.90908  -3.66263  -2.22260  -0.9830
C  -2.34628  -3.21792  -0.90706  -0.0239
C  0.61705  1.03358  -0.31714  -0.6250
C  -0.57988  -3.74348  2.57216  0.0199
C  -3.55748  4.02131  0.98078  -0.2336
C  -4.64171  4.84449  1.63747  -0.6820
C  -1.11084  -1.27984  -5.58068  -0.0469
C  1.80827  4.47909  2.87692  -0.0517
C  2.36333  -5.54207  -2.63523  -0.2923
C  -1.10114  -4.01322  3.90815  -0.3346
C  3.61355  -0.19641  -2.69408  -0.6377
C  3.26393  5.39274  -0.54793  -0.6741
C  4.95555  -2.18779  1.64104  -0.6975
C  -2.77859  0.11032  5.89001  0.3046
C  0.94892  0.25444  6.20455  -0.7783
C  0.26962  -0.19623  0.44385  -0.1225
C  4.51289  4.66554  -0.13068  -0.1211
C  1.45735  3.03480  3.01655  -0.0358
C  1.26391  -0.02198  4.76997  0.6993
C  -4.68245  -0.48477  -3.21522  -0.2477
C  -1.02760  3.13368  -3.17615  -0.0746
C  3.81186  -1.12024  -3.85171  0.2605
H  -3.21843  1.00812  3.95850  0.1097
H  -4.50411  0.19683  4.61232  0.2520
H  -0.22513  -2.27625  1.35050  -0.6154
H  4.47247  -1.95109  -3.57576  0.3412
H  1.79236  -0.05199  6.84131  0.4645
H  0.45266  2.93837  2.59081  0.0939
H  -1.21226  -4.26660  1.84517  0.1316
H  -3.12405  -1.79942  5.88811  0.3449
H  2.86871  1.68338  2.94273  0.1846
H  -4.33515  1.54096  -2.60947  0.4131
H  1.36991  2.79076  4.07894  0.2184
H  2.83430  -1.60903  -3.98745  -0.3640
H  3.25357  5.69252  3.44316  0.3061
H  2.50052  4.15402  -1.81108  0.2500
H  3.75420  -2.27604  -0.77683  0.2501
H  1.19818  -1.44041  -0.77959  -0.9220
H  3.33419  -5.56338  -2.13090  0.2567
H  0.11556  1.87398  0.16704  0.5515
H  -2.01824  4.35512  -1.53287  0.5016
H  0.96918  5.16234  3.08491  0.4101
H  -2.49337  -1.88877  -2.96326  -0.0780
H  -1.69661  0.20634  5.69888  -0.3923
H  -2.22952  0.90497  -2.68908  -0.2871
H  -2.33322  -0.81587  3.15677  0.0745
H  -3.84086  3.76866  -0.04649  0.2421
H  -1.69383  -3.03615  -5.19317  0.4156
H  -1.26437  -0.54058  -6.36584  0.5334
H  5.16969  5.20275  0.54572  0.3625
H  -4.71273  5.72781  0.98628  0.4157
H  -1.49868  -5.66456  4.92694  0.3257
H  -0.67632  -0.03257  0.95895  0.3911
H  -4.01113  -3.70976  -2.20504  0.3358
H  -2.16004  2.22658  -4.45307  0.2652
H  2.74830  -0.11817  -0.93630  -0.0910
H  -2.36504  -4.03354  -0.18185  0.3785
H  5.72515  -2.94924  1.81725  0.3189
H  5.97142  -1.40709  0.20437  0.3034
H  2.84570  -2.14601  1.19293  -0.5748
H  0.69701  0.59136  4.06214  -0.1416
H  4.52817  0.33554  -2.39256  0.6362
H  -4.66978  0.36756  -1.27444  0.3626
H  4.23931  3.69914  0.31550  0.1021
H  0.89787  -6.75476  -2.33049  0.3474
H  4.71212  3.63293  -1.79383  0.3110
H  0.04853  1.60905  7.33697  0.3022
H  -2.99389  0.98038  6.51140  0.4298
H  -3.33428  3.79498  -3.97520  0.3600
H  2.95344  0.63114  -2.99085  0.0635
H  -4.32632  2.30527  1.54615  0.2506
H  0.13905  -3.71397  -3.42421  0.3498
H  -1.27061  -3.06409  -1.08133  -0.0760
H  -0.24641  2.93480  -2.44093  -0.2296
H  3.11326  0.53278  5.21340  0.2766
H  3.40989  -3.69606  1.59678  0.4915
H  -4.55188  5.06772  2.69809  0.2798
H  3.99898  -0.85702  -5.74843  0.3505
H  0.76603  -0.27244  -4.89254  0.4902
H  2.13093  2.03771  0.23027  -0.2332
H  2.04493  4.70575  1.81965  -0.2804
H  3.50178  6.07367  -1.38051  0.3479
H  1.00358  -4.80194  -1.11995  0.3032
H  0.44286  -4.12405  2.45565  0.1826
H  -2.76454  -1.24470  -0.69422  0.1124
H  -2.14392  -3.66776  3.98957  0.2044
H  -2.61848  -4.69085  -2.43625  0.4871
H  -1.83331  -0.94970  -4.82097  -0.5392
H  1.78635  -3.51953  -2.07134  -0.3615
H  0.98898  -0.18111  1.28909  -0.0957
H  -3.93691  -1.10636  -4.89273  0.3566
H  -0.60324  3.82072  -3.90989  0.3194
H  -6.57126  4.68217  1.11332  0.2942
H  -4.47672  -1.50281  -2.87485  -0.0501
H  2.87205  6.12167  0.16692  0.3719
H  -2.57845  4.50025  1.06812  0.3215
H  0.92662  -1.68756  -5.68471  0.2559
H  -2.70046  2.86427  -1.89324  -0.4384
H  -5.77531  -0.45904  -3.35456  0.4816
H  0.11730  -0.41247  6.48710  0.4221
H  0.17213  1.11451  -1.32142  -0.4822
H  2.62197  -5.19622  -3.65198  0.2534
H  1.00386  -1.06080  4.54679  -0.2984
H  -0.60056  -3.36968  4.65572  0.1043
H  0.98808  -1.57489  -3.21100  -0.5270
H  4.76535  -1.76800  2.63766  0.2956

LUMO level in eV: 0.02
Orbital gap in eV: 9.5

---

two:
C28H84O28 | ωB97M-V/def2-TZVPD

Last column: Mulliken charge in e.
Cartesian coordinates (Å):
O  -1.25333  0.32863  -0.85013  -0.5049
O  5.43866  -0.67010  -3.98310  -0.5532
O  3.25476  -0.64985  8.34958  -0.4764
O  2.39495  -9.49719  -0.56168  -0.5578
O  -1.71293  -1.91833  -8.69953  -0.5070
O  -6.57149  -4.57399  -3.41923  -0.5326
O  -1.68477  5.48973  -5.27692  -0.5058
O  -4.14567  -6.43358  -3.06735  -0.5320
O  -1.36198  -7.35277  5.13141  -0.4850
O  3.91401  -2.67915  10.42593  -0.5269
O  -2.44402  8.36436  -5.03811  -0.5111
O  -2.22359  2.12031  7.24946  -0.5261
O  7.20560  -3.75441  1.48252  -0.4845
O  -8.54662  2.55737  -2.58789  -0.5118
O  5.31910  3.77634  -0.95178  -0.5318
O  1.23713  -6.41184  6.68276  -0.5156
O  -0.94126  1.63112  1.74635  -0.5180
O  2.72298  7.89335  7.84609  -0.4818
O  -0.10674  -0.05202  -6.76885  -0.5105
O  5.15827  -3.05304  -5.20220  -0.5137
O  -6.74688  1.37394  -8.01189  -0.5236
O  3.90869  6.89374  5.44264  -0.4914
O  5.44695  -0.97484  3.09308  -0.5040
O  -6.74261  3.38754  0.47097  -0.5171
O  -5.04964  1.77882  6.39455  -0.5146
O  -4.89027  1.07697  -10.42860  -0.4878
O  4.33494  6.41137  -3.33833  -0.5084
O  2.45473  -8.07295  1.79151  -0.5026
C  -0.29920  -1.90450  -8.35456  -0.4368
C  6.49390  -1.09069  -4.88159  -0.4378
C  6.12850  -2.21494  2.96643  -0.3596
C  6.47858  -2.60538  -4.82291  -0.2131
C  1.65227  -8.27368  -0.43425  -0.3642
C  -4.26874  -4.98407  -3.14513  -0.3659
C  6.59160  -2.50080  1.54695  -0.3505
C  2.07449  6.97158  6.93813  -0.3520
C  -1.13271  -7.00820  6.51957  -0.3735
C  -5.11019  2.22492  -9.60789  -0.4643
C  -0.06035  -5.83445  6.73155  -0.3316
C  3.74268  -0.38036  9.60478  -0.3313
C  0.31805  -0.45549  -7.99253  -0.3778
C  -0.75272  0.23163  1.47779  -0.5372
C  4.48205  4.82753  -1.54758  -0.1714
C  2.50212  7.19323  5.55675  -0.3607
C  -7.17708  2.45132  -0.50454  -0.1295
C  5.06880  5.27377  -2.92416  -0.5321
C  -0.23939  -0.06644  0.04416  -0.2308
C  -4.56056  1.75222  7.69540  -0.3619
C  -7.93406  3.30929  -1.54315  -0.5228
C  4.69905  -1.54166  10.13422  -0.4785
C  2.22178  -7.27269  0.63023  -0.3552
C  -2.48877  6.05010  -4.21007  -0.3785
C  -5.32825  -4.43616  -4.10027  -0.2626
C  -3.27073  7.22791  -4.73091  -0.3715
C  -3.34665  2.68621  7.95196  -0.3556
C  -5.42174  1.93084  -8.12557  -0.1958
H  -3.25918  -4.63764  -3.36618  0.3251
H  1.39676  -6.76382  5.80399  0.2958
H  1.94435  -10.11875  -1.13806  0.3014
H  2.19912  5.93958  7.26606  0.2438
H  7.21764  -3.13390  -5.42503  0.3034
H  -0.89535  0.30161  -1.74048  0.2867
H  -7.77981  1.74230  0.06300  0.2700
H  -9.43116  2.37530  -2.26227  0.3124
H  -4.70923  1.27106  -7.63048  0.2617
H  -7.34976  4.11052  -1.99562  0.2826
H  5.39921  -1.85175  9.35851  0.2907
H  5.81793  -2.30509  0.80452  0.2633
H  -1.99443  6.35485  -3.28765  0.3057
H  0.98952  7.03105  7.02411  0.3185
H  -0.21712  -2.57432  -7.49859  0.3122
H  -2.42092  8.36301  -5.99783  0.3147
H  -8.75200  3.90211  -1.13372  0.3107
H  -2.08407  -6.58975  6.84806  0.2882
H  -1.63820  -0.33642  1.76302  0.2917
H  -4.46399  -4.58556  -2.14955  0.2737
H  -3.78326  6.79877  -5.59187  0.2753
H  -5.46647  2.86221  -7.56108  0.2435
H  1.40736  -0.42910  -8.02112  0.3048
H  2.11286  8.13471  5.16923  0.2321
H  7.43780  -0.63823  -4.57754  0.3721
H  7.84533  -3.49550  0.81520  0.3488
H  -6.50696  2.88897  1.25678  0.3012
H  -0.88933  6.02682  -5.25677  0.2967
H  -0.08519  -0.21098  2.21711  0.3448
H  -7.14692  1.56274  -7.15988  0.2936
H  -0.00901  0.25860  -8.74831  0.2907
H  -4.27882  0.70352  7.78997  0.2897
H  -0.04758  -1.13244  -0.07814  0.2849
H  -0.11106  -5.32248  7.69249  0.3191
H  1.56162  -6.42704  0.82300  0.3111
H  -5.82756  1.22405  6.30138  0.3010
H  4.60650  -2.31940  -4.92126  0.3411
H  -3.25384  5.32124  -3.94263  0.2869
H  5.25441  -1.30003  11.04046  0.3168
H  6.10954  5.58123  -2.82198  0.2589
H  3.00809  -0.21112  10.39208  0.2843
H  3.71091  -3.09109  9.58293  0.3158
H  -4.33766  0.46309  -9.93936  0.2949
H  7.34682  -1.78501  1.22233  0.2595
H  -0.51722  -7.63951  4.77679  0.2948
H  -0.98440  -7.90244  7.12491  0.2531
H  1.57316  -7.85671  -1.43824  0.3488
H  4.80461  3.34738  -0.26410  0.3061
H  2.90929  -8.85614  1.47278  0.3267
H  6.95260  -2.27883  3.67698  0.2191
H  -2.44328  1.96986  6.32713  0.3125
H  -5.36376  2.06435  8.36289  0.3079
H  6.71269  -2.97585  -3.82489  0.1762
H  3.66760  7.78746  7.71164  0.2893
H  -5.23301  -3.35700  -4.22052  0.2654
H  0.17005  -2.40465  -9.20175  0.3213
H  4.80658  -1.19613  3.77320  0.3310
H  4.67082  5.71412  -0.94224  0.2164
H  1.98806  6.48649  4.90533  0.2907
H  -6.38174  1.93927  -1.04616  0.2047
H  -1.96413  -2.84101  -8.61502  0.2976
H  -7.05863  -5.36976  -3.64517  0.2998
H  -1.55108  1.94083  1.07271  0.3241
H  -5.25771  -4.94469  -5.06179  0.2396
H  -3.50321  3.71952  7.64235  0.2673
H  4.35355  0.52236  9.59901  0.2968
H  -3.07108  2.57977  9.00117  0.2799
H  4.63821  7.09644  -2.73808  0.3172
H  5.37355  -2.89723  3.35711  0.2758
H  -0.11547  0.90483  -6.69166  0.3075
H  -4.87522  -6.79531  -2.55892  0.2896
H  5.27933  4.54601  -3.70783  0.3664
H  -4.30187  2.93466  -9.78388  0.2999
H  0.68660  0.47119  -0.15978  0.2582
H  3.07994  -6.81579  0.13739  0.2092
H  2.46259  -0.11356  8.26916  0.3095
H  5.82778  -0.16975  -3.26210  0.3034
H  6.22925  -0.71118  -5.86852  0.2217
H  0.62589  -8.48621  -0.13512  0.2823
H  -0.18669  -5.12045  5.91770  0.2551
H  4.44444  7.50742  5.95054  0.3117
H  -5.99814  2.70254  -10.02205  0.2766
H  -3.97483  7.51587  -3.95026  0.2869
H  3.46606  4.47386  -1.72304  0.2787

LUMO level in eV: -0.14
Orbital gap in eV: 9.8

---

Comparing the structures above, one comes out on top by 0.1697 hartree.